A) Computed, not measured: a molecular structure, C38H53As2GeIrN2O3, with ωB97M-V/def2-TZVPD.

Each line ends with the Mulliken charge.
Atoms and positions in Å:
As1 0.509 -0.841 2.133  0.790
C1 -4.082 -1.725 -5.226  -0.844
H1 -3.187 4.527 -0.473  0.495
C2 -0.804 -3.260 1.402  0.175
H2 -5.762 -1.270 -3.973  0.446
H3 -0.831 -6.447 2.533  0.437
H4 -2.311 -2.466 -2.281  0.033
C3 -2.662 3.588 -0.647  -1.592
H5 -4.629 -2.425 -5.843  0.441
H6 -1.803 -5.056 0.756  0.452
C4 0.319 2.249 -3.915  -0.045
C5 -2.014 -0.554 -4.726  0.188
H7 3.565 -0.075 -2.295  0.036
H8 -1.616 0.076 3.128  0.185
H9 -3.152 3.958 2.122  0.494
C6 3.075 1.952 -3.805  -1.018
C7 0.725 -2.124 -4.774  -1.359
C8 0.278 -4.840 3.416  -0.741
C9 -2.987 2.592 0.466  1.267
H10 -3.216 -0.944 1.608  0.111
Ir1 0.137 -0.430 -0.182  1.752
H11 4.639 -0.044 -0.907  0.582
N1 -0.916 1.335 0.204  0.180
C10 -2.664 0.083 -3.669  0.323
H12 -1.055 -3.651 -1.809  0.429
C11 -1.030 0.496 -7.814  -0.346
C12 -2.748 -1.451 -5.505  -0.468
C13 -1.131 -4.607 1.477  -0.952
C14 3.591 -0.097 -1.197  -0.969
H13 4.153 1.843 -3.794  0.532
H14 1.462 -2.336 -5.549  0.382
H15 4.189 2.521 -1.609  0.483
C15 0.609 -3.493 3.347  -0.882
C16 0.890 1.059 -4.364  -0.206
C17 3.570 2.412 -0.718  -1.776
H16 2.969 -1.318 2.265  0.415
H17 2.357 -0.745 3.835  0.546
C18 1.427 -2.311 -3.431  -1.004
H18 -0.755 2.391 -3.972  0.570
C19 1.122 -0.561 -7.830  -0.486
C20 1.229 -0.331 -9.194  -0.852
H19 -1.599 3.836 -0.696  0.408
H20 -3.745 -2.593 1.165  0.600
H21 -2.982 3.207 -1.621  0.298
H22 2.637 0.416 2.526  0.444
H23 -0.240 1.134 3.531  0.429
H24 -4.732 1.636 1.328  0.378
O1 0.139 -0.579 -2.300  0.340
H25 -2.733 -3.849 -1.247  0.632
H26 1.291 -3.074 4.077  0.434
H27 -1.500 3.494 1.808  0.348
C21 -3.310 -1.663 0.801  -0.977
C22 0.204 0.316 -9.869  -0.552
H28 -0.580 2.018 -0.483  0.257
H29 2.761 0.028 -4.676  0.644
N2 -2.350 1.259 0.227  0.201
H30 0.699 -5.458 4.198  0.431
C23 2.490 3.129 -3.358  -0.555
H31 -0.464 -0.397 4.394  0.593
H32 -2.631 0.924 -0.693  -0.278
C24 -4.005 -0.168 -3.406  -0.167
H33 2.880 3.245 -0.625  0.254
C25 -0.571 0.100 3.432  -1.194
H34 2.443 -1.899 -3.474  0.232
C26 1.110 3.276 -3.415  -0.938
H35 3.129 -1.018 -0.850  0.183
H36 1.562 -3.363 -3.172  0.604
C27 2.316 -0.599 2.757  -1.401
C28 0.832 -1.638 -2.247  0.057
H37 2.111 -0.657 -9.730  0.426
H38 1.941 -1.059 -7.321  0.186
C29 -4.486 2.317 0.512  -1.603
C30 -0.584 -5.395 2.482  -0.768
H39 -0.668 1.726 1.110  0.320
H40 -1.723 1.242 -9.700  0.431
C31 -0.009 -0.156 -7.122  0.276
H41 -4.519 0.368 -2.619  0.515
C32 0.071 -2.705 2.338  0.203
H42 -0.061 -2.874 -4.895  0.606
O2 1.650 1.084 -0.456  -0.882
H43 0.651 4.204 -3.095  0.529
H44 -3.939 -1.238 0.020  0.370
H45 -1.923 0.823 -7.293  0.309
C33 -4.715 -1.082 -4.175  -0.801
H46 3.109 3.942 -3.000  0.682
C34 2.850 1.111 -0.755  1.194
O3 1.094 -2.066 -1.060  -0.790
C35 -1.953 -3.128 -1.491  -1.104
Ge1 -0.126 -0.386 -5.194  1.587
H47 -5.029 3.248 0.667  0.456
H48 -2.117 0.801 -3.066  -0.396
C36 -0.924 0.733 -9.177  -0.703
H49 -4.844 1.885 -0.422  0.306
C37 2.278 0.928 -4.304  -0.122
H50 -2.279 -1.943 -6.350  0.452
As2 -1.572 -2.081 0.078  0.929
C38 -2.527 3.118 1.824  -1.672
H51 0.285 0.496 -10.933  0.407
H52 -2.621 2.346 2.590  0.276
H53 4.249 2.397 0.140  0.471

Summary:
HOMO energy = -12.78 eV
charge = +2


B) Computed, not measured: a molecular structure, C38H53As2GeIrN2O3, with ωB97M-V/def2-TZVPD.

Each line ends with the Mulliken charge.
Atoms and positions in Å:
H1 -1.564 -4.214 -4.199  0.248
C1 1.266 4.308 3.023  -1.163
H2 1.888 -0.902 1.353  -0.370
H3 1.729 1.014 -6.014  0.454
C2 2.889 1.110 -2.840  -0.438
H4 4.588 1.083 3.081  0.436
C3 -0.553 -5.944 0.180  -0.574
H5 -2.546 -1.925 -3.045  0.543
N1 -0.335 -0.894 3.332  -0.280
H6 0.092 1.879 -2.804  -0.300
C4 1.090 -0.277 -4.432  -0.341
O1 -1.914 1.186 0.196  -0.889
H7 -2.285 5.659 3.012  0.463
H8 -0.951 -5.796 -5.961  0.431
H9 -0.671 -6.890 0.690  0.440
H10 4.873 1.109 1.356  0.380
H11 4.192 2.556 2.134  0.272
C5 -0.194 -5.149 -5.536  -0.817
C6 -2.158 5.556 1.941  -0.722
H12 0.966 5.338 3.212  0.462
H13 -1.777 5.225 -1.897  0.461
C7 1.840 0.759 -4.968  -0.869
C8 -2.859 6.398 1.087  -0.723
C9 -1.642 -5.336 -0.425  -0.851
C10 -2.395 -2.301 3.585  -1.703
H14 1.394 -5.947 -6.740  0.400
O2 -0.292 -0.111 -0.338  -1.238
H15 -2.616 -5.807 -0.385  0.453
C11 -1.280 3.130 4.142  -1.511
H16 1.677 3.875 3.935  0.438
H17 0.432 -2.067 5.570  0.393
As1 -0.318 3.342 2.485  1.072
C12 -0.239 -3.525 -1.206  0.813
C13 2.598 -0.530 2.093  -0.389
C14 0.696 -5.339 0.104  -0.722
H18 -0.821 2.338 4.735  0.449
As2 0.079 3.141 -0.640  0.725
H19 -3.278 6.920 -0.948  0.439
C15 -1.161 4.471 0.027  0.307
H20 0.418 -0.829 -5.079  0.486
C16 2.748 1.452 -4.177  -0.669
H21 -2.296 -1.073 6.104  0.501
H22 -2.544 0.112 4.849  0.368
C17 -0.361 -2.579 5.025  -1.783
H23 0.091 -3.280 4.322  0.411
H24 -0.951 -3.156 5.736  0.455
H25 2.139 -0.656 3.079  0.265
H26 -2.976 -1.235 -0.823  0.222
C18 -1.487 -4.134 -1.105  -0.310
C19 0.408 -3.369 -3.999  0.328
H27 2.021 4.280 2.244  0.210
H28 3.617 1.628 -2.227  0.685
H29 3.522 -1.102 2.060  0.522
C20 -0.504 2.710 -2.422  -0.750
C21 -2.721 6.270 -0.287  -0.781
H30 -0.986 0.038 5.721  0.299
C22 -1.795 -0.554 5.288  -1.646
C23 0.845 -4.139 -0.575  -0.532
H31 -0.011 -1.595 2.668  0.321
H32 -1.770 -0.330 2.009  0.180
C24 -1.815 -1.202 -2.684  -1.327
H33 1.514 5.038 -1.407  0.488
C25 -1.251 -1.578 4.297  1.336
H34 -2.355 -3.704 -1.594  0.347
H35 -3.065 -2.759 4.312  0.460
Ir1 -0.075 1.466 1.067  3.951
Ge1 -0.032 -2.076 -2.539  0.624
H36 -3.012 -1.623 2.988  0.367
C26 1.734 4.096 -0.907  -0.792
C27 4.199 1.470 2.138  -1.564
H37 -3.520 7.150 1.496  0.431
C28 -2.423 -0.520 -1.445  -0.902
C29 -1.509 0.188 -0.513  -0.120
H38 -1.561 2.453 -2.418  0.464
H39 1.559 -5.823 0.544  0.474
H40 1.844 -3.734 -0.698  0.424
H41 -1.722 -0.444 -3.463  0.622
H42 2.393 3.495 -1.532  0.219
N2 -1.005 0.100 2.533  -0.204
H43 -2.013 -3.088 2.933  0.445
H44 -2.327 2.897 3.955  0.468
H45 3.351 2.241 -4.606  0.452
C30 2.081 -4.402 -5.418  -0.700
C31 2.848 0.911 1.877  0.926
C32 1.120 -5.235 -5.973  -0.579
C33 -0.536 -4.236 -4.549  -0.182
H46 3.110 -4.469 -5.748  0.429
C34 2.109 0.092 -2.300  -0.281
H47 -0.336 3.590 -3.042  0.655
C35 -1.872 5.309 -0.821  -0.899
H48 2.234 -0.164 -1.252  0.204
C36 -1.316 4.589 1.410  -0.111
H49 -3.157 0.233 -1.744  0.437
H50 2.491 -2.814 -4.061  0.314
H51 -1.451 0.715 3.208  0.043
H52 2.223 4.291 0.044  0.188
C37 1.212 -0.625 -3.086  0.222
C38 1.722 -3.469 -4.454  -0.392
H53 -1.213 4.063 4.700  0.584
O3 1.973 1.676 1.444  -0.483

Summary:
HOMO energy = -12.36 eV
charge = +2


C) Computed, not measured: a molecular structure, C38H53As2GeIrN2O3, with ωB97M-V/def2-TZVPD.

Each line ends with the Mulliken charge.
Atoms and positions in Å:
H1 -0.659 3.830 -2.017  0.610
H2 2.957 -1.473 -3.817  0.386
H3 2.379 -0.477 0.915  -0.452
C1 0.685 -3.978 -4.906  -1.675
Ir1 -0.169 -0.641 -1.803  3.762
H4 -3.395 4.140 1.582  0.482
C2 -2.076 2.588 2.258  0.037
C3 -0.010 1.080 8.087  -0.525
H5 -5.450 2.876 2.123  0.449
H6 2.450 -2.198 0.430  0.485
C4 -1.407 -5.058 -4.085  -1.752
H7 -1.193 3.188 2.066  0.492
H8 3.882 -1.157 0.236  0.723
C5 0.678 1.941 7.245  -0.749
H9 4.265 -1.520 -2.639  0.625
H10 4.721 2.833 1.435  0.476
H11 0.021 2.882 -4.786  0.476
C6 0.617 1.763 5.870  -0.248
H12 -0.786 2.681 -0.657  -0.240
C7 -0.342 -4.007 -3.778  1.602
H13 1.535 -3.316 -4.706  0.276
H14 4.198 4.599 -2.732  0.437
C8 2.564 0.962 3.257  -0.038
C9 -3.374 -0.392 -1.669  0.547
H15 -0.732 -0.884 -4.328  0.350
C10 3.786 2.393 1.759  -0.596
C11 -4.613 -0.777 -2.401  -1.681
H16 3.065 -2.824 -2.654  0.461
H17 0.612 -1.766 -4.106  0.208
H18 -0.764 -1.891 3.933  0.404
H19 4.900 0.613 -1.355  0.364
C12 -4.380 1.172 2.873  -0.760
C13 -0.123 0.718 5.315  0.408
H20 2.568 0.287 4.106  0.463
H21 -2.185 -5.058 -3.319  0.390
C14 0.310 -4.315 -2.432  -1.489
C15 -0.694 -1.493 0.486  -0.231
H22 -1.973 2.632 -1.977  0.421
O1 -2.290 -0.529 -2.246  -0.603
H23 -1.304 -0.626 8.205  0.430
H24 -1.703 -2.712 -2.943  0.175
C16 -0.928 2.815 -1.727  -0.713
C17 2.484 3.315 -2.714  -1.023
C18 -1.081 -1.984 1.837  -0.844
C19 3.214 -1.758 -2.798  -1.498
C20 3.770 1.501 2.822  -1.086
C21 3.824 3.608 -2.514  -0.884
H25 -1.869 -4.870 -5.053  0.410
C22 -3.504 0.179 -0.305  -0.220
C23 -0.206 1.847 -4.537  -1.455
H26 -5.257 -1.377 -1.757  0.425
H27 -2.152 -1.763 1.928  0.078
C24 1.357 1.293 2.637  0.003
As1 2.185 -0.699 -1.548  0.731
C25 -3.324 3.141 1.995  -0.719
H28 -0.956 -6.050 -4.097  0.424
H29 1.258 2.756 7.659  0.428
C26 2.010 2.041 -2.421  0.782
H30 -4.034 -0.524 0.340  0.534
Ge1 -0.272 0.509 3.386  1.321
C27 1.399 2.180 1.560  0.991
As2 0.170 1.544 -2.668  1.059
H31 0.717 -1.782 3.058  0.519
H32 2.602 3.437 0.301  0.607
H33 -5.275 0.628 3.145  0.470
N1 -1.098 -2.730 -3.758  -0.433
O2 -0.734 -2.259 -0.538  -0.795
H34 0.222 -3.689 -5.851  0.396
C28 4.689 2.631 -2.033  -0.775
H35 0.982 -3.515 -2.113  0.178
C29 2.597 2.733 1.127  -0.586
H36 0.481 2.451 1.052  -1.135
H37 5.734 2.864 -1.882  0.482
C30 -4.479 2.434 2.302  -0.652
H38 -1.261 1.657 -4.737  0.455
N2 -0.284 -1.531 -3.682  -0.222
H39 1.817 4.088 -3.080  0.384
C31 -3.129 0.621 3.120  -0.434
H40 -5.176 0.130 -2.640  0.372
O3 -0.342 -0.285 0.257  -0.994
H41 0.036 1.218 9.159  0.406
C32 -1.955 1.314 2.810  0.264
H42 0.889 -5.237 -2.497  0.559
C33 4.218 1.358 -1.747  -1.138
H43 -2.555 0.467 0.137  -0.621
C34 2.794 -1.188 0.203  -0.590
H44 4.691 1.235 3.323  0.452
C35 2.873 1.064 -1.937  0.231
H45 1.154 2.452 5.227  0.334
C36 -0.820 -0.130 6.176  -0.563
H46 -4.378 -1.310 -3.318  0.399
H47 -0.443 -4.435 -1.654  0.347
H48 1.113 -4.971 -5.027  0.474
H49 -3.076 -0.356 3.591  0.372
H50 0.415 1.198 -5.154  0.441
C37 -0.762 0.045 7.551  -0.851
H51 -1.020 -3.074 1.789  0.647
H52 -1.420 -0.944 5.784  0.152
H53 -4.153 1.058 -0.359  0.647
C38 -0.321 -1.436 3.045  -1.442

Summary:
HOMO energy = -12.75 eV
charge = +2


Ranking the structures above from most stable to least stable yields C), A), B).